DFT (ωB97M-V with the def2-TZVPD basis set) results for a gas-phase ion, C4H11NO2 (charge +1) in a non-equilibrium geometry.

## Properties
* LUMO level (alpha / beta): -3.34 / -8.71 eV
* 2S+1: 2
* frontier orbital gap (alpha / beta): 11.0 / 5.6 eV
* molecular weight: 105.1 Da
* charge: +1

Bonds (Å) are listed after each position.
CARTESIAN COORDINATES (ANGSTROEM)
1 C 0.60 1.46 0.99  O2 1.399, C3 1.525, H8 1.096, H9 1.081
2 O 1.40 1.35 2.13  C1 1.399, H10 0.961
3 C 0.36 0.07 0.41  C1 1.525, C4 1.544, N7 1.405, H11 1.096
4 C -0.45 0.15 -0.90  C3 1.544, C5 1.548, H12 1.091, H13 1.081
5 C -1.04 -1.19 -1.41  C4 1.548, O6 1.433, H14 1.085, H15 1.087
6 O -2.46 -1.05 -1.44  C5 1.433, H16 0.966
7 N 1.62 -0.52 0.20  C3 1.405, H17 1.034, H18 1.028
8 H 1.12 2.07 0.24  C1 1.096
9 H -0.36 1.92 1.20  C1 1.081
10 H 1.00 1.78 2.89  O2 0.961
11 H -0.23 -0.48 1.15  C3 1.096
12 H -1.36 0.72 -0.70  C4 1.091
13 H 0.16 0.67 -1.63  C4 1.081
14 H -0.70 -1.42 -2.41  C5 1.085
15 H -0.80 -1.97 -0.69  C5 1.087
16 H -2.85 -1.78 -0.94  O6 0.966
17 H 2.32 -0.29 0.93  N7 1.034
18 H 1.67 -1.52 -0.02  N7 1.028

Atom-resolved charges from Mulliken, all expressed in e: C -0.773; O -0.526; C 0.251; C -0.602; C -0.578; O -0.498; N -0.135; H 0.336; H 0.467; H 0.344; H 0.262; H 0.339; H 0.475; H 0.253; H 0.397; H 0.311; H 0.340; H 0.337



DFT (ωB97M-V with the def2-TZVPD basis set) results for 2 unconnected molecules or ions with the total composition C4H11NO2S in a non-equilibrium geometry.

## Properties
* LUMO level: 6.09 eV
* 2S+1: 1
* frontier orbital gap: 6.0 eV
* molecular weight: 137.2 Da
* charge: -2

Bonds (Å) are listed after each position.
CARTESIAN COORDINATES (ANGSTROEM)
1 C 0.97 -0.47 -1.38  C2 1.558, H8 1.278, H9 1.003, H10 1.171
2 C 0.19 0.05 -0.14  C1 1.558, C3 1.572, N5 1.586, H11 1.194
3 C -1.26 0.47 -0.57  C2 1.572, S4 1.885, H12 1.094, H13 1.067
4 S -2.54 -0.85 -0.98  C3 1.885
5 N 0.70 1.41 0.49  C2 1.586, C6 1.569, H14 1.011
6 C 2.08 1.37 1.24  N5 1.569, O7 1.287, H15 1.140, H16 1.106
7 O 2.70 2.43 0.84  C6 1.287
8 H 2.01 -1.05 -0.91  C1 1.278
9 H 1.29 0.36 -1.84  C1 1.003
10 H 0.44 -1.25 -2.07  C1 1.171
11 H 0.27 -0.64 0.83  C2 1.194
12 H -1.93 0.78 0.25  C3 1.094
13 H -1.17 1.09 -1.43  C3 1.067
14 H 0.88 2.01 -0.30  N5 1.011
15 H 1.56 1.37 2.26  C6 1.140
16 H 2.62 0.42 1.18  C6 1.106
17 H -3.41 -1.95 1.10  O19 0.965
18 H -2.38 -2.72 0.31  O19 1.051
19 O -3.03 -2.84 1.12  H17 0.965, H18 1.051

Atom-resolved charges from Mulliken, all expressed in e: C -1.021; C 0.188; C -0.744; S -0.866; N -0.315; C -0.261; O -0.894; H 0.179; H 0.358; H 0.277; H 0.265; H 0.262; H 0.200; H 0.192; H 0.156; H 0.116; H 0.307; H 0.281; O -0.681



DFT (ωB97M-V with the def2-TZVPD basis set) results for 2 unconnected molecules or ions with the total composition C4H11NO2S in a non-equilibrium geometry.

## Properties
* LUMO level (alpha / beta): -3.01 / -8.04 eV
* 2S+1: 2
* frontier orbital gap (alpha / beta): 11.5 / 6.4 eV
* molecular weight: 137.2 Da
* charge: +1

Bonds (Å) are listed after each position.
CARTESIAN COORDINATES (ANGSTROEM)
1 O 0.96 -0.25 1.02  C2 1.258
2 C 1.11 -0.01 -0.20  O1 1.258, N3 1.336, C7 1.483
3 N 0.06 0.00 -1.02  C2 1.336, C4 1.497, H8 1.007
4 C -1.40 -0.05 -0.68  N3 1.497, C5 1.512, H9 1.090, H10 1.092
5 C -1.88 1.23 -0.02  C4 1.512, S6 1.775, H11 1.098, H12 1.090
6 S -1.19 1.54 1.58  C5 1.775, H13 1.411
7 C 2.48 0.27 -0.71  C2 1.483, H14 1.086, H15 1.092, H16 1.089
8 H 0.27 0.19 -1.98  N3 1.007
9 H -1.65 -0.98 -0.18  C4 1.090
10 H -1.76 -0.21 -1.70  C4 1.092
11 H -1.70 2.11 -0.65  C5 1.098
12 H -2.97 1.14 0.07  C5 1.090
13 H -0.08 0.67 1.51  S6 1.411
14 H 3.22 -0.38 -0.26  C7 1.086
15 H 2.83 1.25 -0.38  C7 1.092
16 H 2.55 0.24 -1.79  C7 1.089
17 H 0.26 -1.77 1.49  O19 0.963
18 H -0.51 -2.80 2.31  O19 0.964
19 O -0.60 -2.19 1.57  H17 0.963, H18 0.964

Atom-resolved charges from Mulliken, all expressed in e: O -0.803; C 0.933; N -0.135; C -0.789; C -0.369; S 0.152; C -1.205; H 0.229; H 0.280; H 0.422; H 0.375; H 0.418; H 0.451; H 0.333; H 0.292; H 0.372; H 0.343; H 0.295; O -0.595



For the records above, the corresponding ΔE to the lowest compared entry with this formula, charge and spin values read 25.2, 60.8, 0.0 kcal/mol.
For the records above, the corresponding electronic energy values read -9901.9020, -20742.8882, -20738.4927 eV.